Record 1
The following is a quantum chemistry calculation of C53H50DyF3N5O4S3 as an isolated structure in a non-equilibrium geometry, from OMol25.

Last column: Löwdin spin population.
Cartesian coordinates (Å):
Dy (0.184, -0.590, 1.929)  3.043
S (-1.896, 3.502, 0.984)  0.001
C (-3.209, 2.307, 0.906)  0.000
C (-4.631, 2.505, 0.905)  0.000
C (-5.437, 1.372, 0.887)  0.000
C (-4.902, 0.065, 0.645)  0.000
C (-3.540, -0.088, 0.497)  0.000
C (-2.641, 1.000, 0.747)  0.000
N (-1.274, 0.961, 0.646)  0.003
C (-0.769, 2.232, 0.695)  0.002
C (0.656, 2.401, 0.764)  0.000
C (1.113, 3.736, 0.326)  0.000
C (2.442, 3.922, 0.044)  0.001
C (3.339, 2.943, 0.485)  -0.001
C (2.869, 1.643, 0.823)  -0.003
C (1.564, 1.324, 0.913)  -0.014
H (-5.036, 3.486, 1.003)  0.000
H (-6.542, 1.446, 0.935)  0.000
H (-5.638, -0.774, 0.625)  0.000
H (-3.183, -1.058, 0.184)  0.000
H (0.305, 4.500, 0.174)  0.000
H (2.832, 4.832, -0.372)  0.000
H (4.399, 3.102, 0.536)  0.000
H (3.622, 0.876, 0.995)  -0.001
C (2.264, -6.345, -3.025)  0.002
C (2.067, -4.970, -3.612)  0.007
C (1.214, -5.033, -4.854)  0.002
C (0.905, -3.625, -5.450)  0.011
C (0.559, -2.632, -4.393)  0.081
C (-0.127, -1.459, -4.728)  0.092
C (-0.762, -0.650, -3.729)  0.019
F (-1.540, 0.454, -4.024)  -0.003
C (-0.566, -0.968, -2.379)  0.080
C (0.215, -2.067, -2.047)  0.003
C (0.400, -2.407, -0.635)  0.195
O (-0.461, -1.858, 0.217)  0.111
C (1.434, -3.283, -0.230)  -0.012
C (1.892, -4.155, -1.265)  0.266
N (1.554, -3.997, -2.581)  0.101
C (0.797, -2.927, -3.011)  0.011
C (1.755, -3.351, 1.257)  -0.010
O (2.318, -4.379, 1.644)  -0.017
O (1.384, -2.345, 2.048)  -0.011
H (2.521, -7.068, -3.739)  0.000
H (1.369, -6.700, -2.509)  0.001
H (3.055, -6.399, -2.272)  0.001
H (3.092, -4.601, -3.825)  0.005
H (0.263, -5.489, -4.512)  0.000
H (1.646, -5.684, -5.585)  0.000
H (0.034, -3.685, -6.177)  0.003
H (1.788, -3.197, -5.841)  0.003
H (-0.068, -1.207, -5.762)  0.008
H (-1.151, -0.408, -1.638)  0.006
H (2.536, -4.992, -0.983)  0.022
S (-2.265, -1.068, 3.205)  0.001
C (-1.610, -2.187, 4.297)  0.000
N (-1.097, -1.958, 5.515)  -0.001
C (-0.128, -2.910, 6.095)  0.000
C (0.581, -3.745, 5.107)  0.000
C (-0.573, -4.497, 4.471)  0.000
N (-1.490, -3.477, 3.888)  -0.001
H (-1.264, -0.839, 5.931)  0.000
H (-0.617, -3.646, 6.783)  0.000
H (0.512, -2.309, 6.733)  0.000
H (1.251, -4.375, 5.666)  0.000
H (1.214, -3.145, 4.378)  0.000
H (-1.204, -5.063, 5.207)  0.000
H (-0.302, -5.215, 3.727)  0.000
H (-1.654, -3.650, 2.907)  0.000
O (0.477, 6.507, -3.511)  0.000
S (0.103, 5.082, -3.805)  0.000
C (-0.683, 5.035, -5.401)  0.000
C (-0.780, 6.253, -6.094)  0.000
C (-1.574, 6.368, -7.225)  0.000
C (-2.307, 5.277, -7.673)  0.000
C (-2.132, 4.019, -7.025)  0.000
C (-1.366, 3.952, -5.889)  0.000
C (1.682, 4.291, -4.170)  0.000
C (1.689, 2.939, -4.398)  0.000
C (2.850, 2.235, -4.725)  0.000
C (4.058, 2.930, -4.807)  0.000
C (4.034, 4.320, -4.622)  0.000
C (2.884, 5.037, -4.300)  0.000
H (-0.230, 7.087, -5.749)  0.000
H (-1.662, 7.304, -7.849)  0.000
H (-2.864, 5.345, -8.621)  0.000
H (-2.657, 3.152, -7.446)  0.000
H (-1.415, 3.002, -5.311)  0.000
H (0.780, 2.332, -4.238)  0.000
H (2.736, 1.191, -4.962)  0.000
H (4.999, 2.431, -5.122)  0.000
H (4.953, 4.853, -4.644)  0.000
H (2.945, 6.104, -4.266)  0.000
C (-3.016, 0.483, 6.247)  0.000
N (-1.546, 0.438, 6.388)  0.000
C (-1.164, 0.648, 7.814)  0.000
C (-0.891, 1.382, 5.419)  0.000
C (0.574, 1.051, 5.347)  -0.002
C (1.455, 1.526, 6.350)  -0.001
C (2.810, 1.173, 6.365)  0.000
C (3.293, 0.357, 5.356)  0.000
C (2.451, -0.007, 4.280)  -0.001
C (1.093, 0.380, 4.215)  -0.010
H (-3.459, 1.230, 6.922)  0.000
H (-3.488, -0.454, 6.496)  0.000
H (-3.371, 0.708, 5.223)  0.000
H (-1.240, -0.289, 8.354)  0.000
H (-1.842, 1.408, 8.252)  0.000
H (-0.165, 1.011, 7.904)  0.000
H (-1.080, 2.404, 5.755)  0.000
H (-1.336, 1.159, 4.408)  0.000
H (0.946, 2.120, 7.149)  0.000
H (3.442, 1.351, 7.237)  0.000
H (4.308, -0.090, 5.363)  0.000
H (2.803, -0.758, 3.594)  0.000
F (-2.423, -4.083, -1.469)  0.143
C (-3.588, -4.286, -2.130)  0.651
F (-3.994, -3.063, -2.533)  0.140
H (-3.458, -4.975, -3.001)  0.066

Its charge is -1. For the lowest unoccupied orbital energy (spin up / spin down), the calculation gives 2.3 / 1.6 eV. As for the multiplicity: 6. The expectation value of S² is 9.24. For the HOMO energy (spin up / spin down), the calculation gives -1.8 / -4.8 eV. The value obtained for the HOMO-LUMO gap (spin up / spin down) is 4.137 / 6.389 eV.

***

Record 2
The following is a quantum chemistry calculation of C53H51As2IrN3O5S2Si as an isolated structure in a non-equilibrium geometry, from OMol25.

Last column: Löwdin spin population.
Cartesian coordinates (Å):
Ir (0.018, -0.308, -0.376)  0.716
S (-6.832, -1.739, -2.195)  0.000
C (-7.797, -0.385, -1.821)  0.000
C (-7.060, 0.653, -1.337)  0.000
C (-5.687, 0.347, -1.255)  0.000
C (-5.388, -0.922, -1.688)  0.000
C (-4.089, -1.567, -1.740)  -0.001
C (-2.989, -0.958, -1.100)  0.002
N (-1.776, -1.457, -1.126)  -0.014
C (-1.540, -2.610, -1.771)  -0.001
C (-2.567, -3.331, -2.393)  0.000
C (-2.231, -4.573, -3.028)  0.000
C (-0.968, -5.054, -3.006)  0.000
C (0.093, -4.328, -2.371)  0.001
C (1.419, -4.771, -2.309)  0.001
C (2.396, -3.974, -1.727)  0.001
C (1.990, -2.717, -1.245)  0.004
N (0.742, -2.298, -1.265)  0.019
C (-0.209, -3.084, -1.794)  0.001
C (3.783, -4.395, -1.594)  0.000
C (4.279, -5.669, -1.541)  0.000
C (5.681, -5.711, -1.360)  0.000
C (6.238, -4.474, -1.278)  0.000
S (5.066, -3.235, -1.416)  0.000
C (-3.856, -2.781, -2.371)  0.002
H (-8.862, -0.428, -1.980)  0.000
H (-7.489, 1.601, -1.049)  0.000
H (-4.954, 1.064, -0.913)  0.000
H (-3.122, -0.038, -0.548)  0.000
H (-3.012, -5.119, -3.540)  0.000
H (-0.731, -5.999, -3.476)  0.000
H (1.680, -5.733, -2.731)  0.000
H (2.724, -2.036, -0.832)  0.000
H (3.665, -6.556, -1.609)  0.000
H (6.251, -6.624, -1.283)  0.000
H (7.276, -4.214, -1.151)  0.000
H (-4.671, -3.305, -2.857)  0.000
C (-2.894, -2.828, 1.398)  0.003
Si (-1.287, -2.216, 2.203)  0.002
C (-1.411, -2.409, 4.084)  -0.003
C (0.174, -3.291, 1.645)  0.001
N (-0.910, -0.570, 1.672)  0.020
C (-1.370, 0.537, 2.344)  0.007
C (-2.466, 0.406, 3.232)  -0.010
C (-2.920, 1.434, 4.023)  0.002
C (-2.315, 2.679, 3.955)  -0.019
C (-1.277, 2.881, 3.065)  0.002
C (-0.807, 1.855, 2.257)  -0.012
O (0.270, 2.050, 1.426)  0.000
C (0.767, 3.358, 1.338)  0.000
C (1.829, 3.735, 2.144)  0.000
C (2.339, 5.020, 2.040)  0.000
C (1.787, 5.921, 1.140)  0.000
C (0.713, 5.538, 0.351)  0.000
C (0.200, 4.252, 0.447)  0.000
H (-3.433, -3.492, 2.075)  0.000
H (-2.673, -3.393, 0.490)  0.000
H (-3.560, -2.006, 1.132)  0.000
H (-1.021, -3.393, 4.354)  0.000
H (-2.446, -2.374, 4.424)  0.000
H (-0.852, -1.662, 4.649)  0.000
H (-0.168, -4.163, 1.083)  0.000
H (0.730, -3.658, 2.510)  0.000
H (0.863, -2.738, 1.012)  0.000
H (-2.969, -0.551, 3.269)  0.000
H (-3.753, 1.280, 4.695)  0.001
H (-2.649, 3.492, 4.582)  -0.001
H (-0.817, 3.857, 2.995)  0.001
H (2.242, 3.042, 2.865)  0.000
H (3.165, 5.318, 2.671)  0.000
H (2.190, 6.921, 1.063)  0.000
H (0.268, 6.243, -0.340)  0.000
H (-0.640, 3.930, -0.147)  0.000
C (1.902, 0.051, 3.212)  0.004
As (2.200, -0.454, 1.352)  0.036
C (3.386, -1.975, 1.777)  0.010
C (3.537, 0.784, 0.644)  0.005
C (4.648, 1.092, 1.424)  0.002
C (5.670, 1.880, 0.921)  0.001
C (5.591, 2.361, -0.378)  0.000
C (4.478, 2.072, -1.151)  0.001
C (3.448, 1.285, -0.645)  0.003
As (1.896, 0.912, -1.773)  0.045
C (1.702, 2.520, -2.858)  0.007
C (2.664, -0.194, -3.184)  0.011
H (2.849, 0.071, 3.750)  0.001
H (1.270, -0.733, 3.632)  0.000
H (1.390, 1.000, 3.338)  0.000
H (4.415, -1.620, 1.779)  0.001
H (3.304, -2.798, 1.070)  0.000
H (3.124, -2.342, 2.767)  0.000
H (4.719, 0.714, 2.438)  0.000
H (6.530, 2.111, 1.536)  0.000
H (6.392, 2.958, -0.790)  0.000
H (4.422, 2.456, -2.162)  0.000
H (2.608, 2.636, -3.450)  0.001
H (1.531, 3.411, -2.263)  0.000
H (0.864, 2.366, -3.538)  0.000
H (3.371, 0.416, -3.743)  0.002
H (1.854, -0.491, -3.850)  0.000
H (3.171, -1.077, -2.807)  0.000
O (-0.605, 0.473, -2.716)  0.160
C (-1.300, 1.379, -2.185)  0.008
O (-1.404, 1.457, -0.924)  -0.026
C (-2.003, 2.377, -3.029)  0.003
C (-2.119, 2.151, -4.396)  0.000
C (-2.788, 3.050, -5.222)  0.000
C (-3.322, 4.170, -4.628)  -0.001
O (-4.021, 5.176, -5.196)  0.000
C (-4.365, 6.080, -4.150)  0.000
O (-3.773, 5.600, -2.947)  0.000
C (-3.184, 4.414, -3.257)  0.000
C (-2.539, 3.532, -2.433)  0.001
H (-1.689, 1.253, -4.817)  0.001
H (-2.894, 2.888, -6.285)  0.000
H (-5.453, 6.118, -4.039)  0.000
H (-3.992, 7.079, -4.386)  0.000
H (-2.459, 3.706, -1.370)  0.000

Its charge is +2. For the lowest unoccupied orbital energy (spin up / spin down), the calculation gives -6.8 / -6.7 eV. As for the multiplicity: 2. The expectation value of S² is 0.82. For the HOMO energy (spin up / spin down), the calculation gives -11.6 / -11.7 eV. The value obtained for the HOMO-LUMO gap (spin up / spin down) is 4.827 / 4.986 eV.

***

Calculated energy relative to the best compared isomer or geometry (same formula, charge and spin) (kcal/mol), listed in the same order as above: 105.7, 83.6